A 15-piece molecular cluster, C16H62O15 overall. Source: the OMol25 dataset; level of theory: ωB97M-V/def2-TZVPD.

Structure (XYZ):
```
93
Properties=species:S:1:pos:R:3:mulliken_charge:R:1
C -4.1126 1.2090 1.5700 -0.19
O -4.5105 0.6867 2.8068 -0.57
H -5.0186 1.5859 1.0954 0.36
H -3.3271 1.9548 1.6918 0.08
H -3.6827 0.3863 0.9986 0.01
H -4.7746 1.4393 3.3410 0.30
C -3.2704 -3.0545 -1.3468 -0.52
O -2.8029 -3.1636 -0.0330 -0.46
H -4.0347 -2.2825 -1.4363 0.31
H -2.4087 -2.8090 -1.9676 0.07
H -3.7065 -3.9827 -1.7158 0.36
H -3.5006 -3.5845 0.4746 0.24
C -1.6656 -2.7723 -5.3509 -0.80
O -1.0477 -2.0406 -4.3317 -0.51
H -2.4573 -2.2205 -5.8577 0.28
H -0.9495 -3.0936 -6.1072 0.33
H -2.0149 -3.6987 -4.8950 0.29
H -0.1488 -2.3730 -4.2754 0.26
C 3.4351 -0.5868 -4.3260 -0.69
O 3.1026 -0.7357 -2.9770 -0.53
H 4.0734 -1.4142 -4.6360 0.29
H 2.5000 -0.6168 -4.8852 0.26
H 3.9820 0.3447 -4.4721 0.28
H 2.6463 -1.5709 -2.8507 0.23
O 3.5754 1.6052 -1.7254 -0.63
H 3.0339 0.9650 -2.1871 0.42
H 4.3897 1.1388 -1.5364 0.25
O -2.4775 0.0924 -3.1830 -0.58
H -1.9645 -0.6432 -3.5176 0.34
H -1.8763 0.8367 -3.2112 0.35
O 0.8835 -2.1114 2.7293 -0.77
H 0.0902 -1.8463 2.2638 0.29
H 1.0991 -1.3607 3.2827 0.26
O -2.3532 -0.9656 3.7438 -0.70
H -3.2072 -0.5398 3.6689 0.42
H -2.0065 -0.9669 2.8516 0.26
O 2.2849 -3.3625 -1.5277 -0.66
H 2.0974 -3.7543 -0.6748 0.30
H 3.1407 -2.9479 -1.4185 0.33
C 1.5375 -5.9609 0.3299 -1.27
C 1.0673 -4.7695 1.1290 -0.13
O 2.1835 -3.8430 1.2160 -0.63
H 1.8324 -5.6376 -0.6684 0.37
H 0.7369 -6.7004 0.3133 0.38
H 2.3879 -6.3983 0.8530 0.28
H 0.7928 -5.1601 2.1089 0.50
H 0.2116 -4.3579 0.5939 0.17
H 1.8070 -3.1619 1.7782 0.46
C 2.6063 0.8311 1.8791 0.57
C 3.0799 0.3112 3.2110 -0.87
O 2.0527 0.3071 4.1150 -0.55
H 2.1048 1.7980 1.9222 -0.09
H 2.0162 0.0131 1.4660 -0.32
H 3.4810 0.9654 1.2428 0.28
H 3.9171 0.8773 3.6195 0.46
H 3.4844 -0.6898 3.0615 0.27
H 1.8738 1.1750 4.4842 0.34
C 0.7833 5.1324 -0.0872 -0.93
C 1.8258 4.1291 -0.5758 -0.19
O 1.2400 2.9336 -0.9802 -0.39
H 1.1698 6.1385 0.0753 0.41
H 0.3936 4.8950 0.9027 0.01
H 0.0758 5.3979 -0.8727 0.23
H 2.5430 3.9966 0.2342 0.32
H 2.4562 4.5336 -1.3677 0.37
H 1.9153 2.2516 -1.0035 0.17
C -0.6763 2.7931 3.4038 -0.28
C 0.4095 3.5512 4.2128 -0.70
O 0.9715 2.7446 5.1603 -0.56
H -1.5431 2.4834 3.9876 0.46
H -0.2538 1.8988 2.9456 -0.19
H -1.0968 3.4526 2.6446 0.21
H -0.0210 4.4417 4.6709 0.46
H 1.1469 4.0427 3.5782 0.25
H 0.5256 2.7813 6.0097 0.30
C 0.2461 -1.0042 -0.7744 -0.81
C -0.9199 -0.4778 0.0440 -0.38
O -1.2407 -1.3537 1.0857 0.13
H 1.0016 -1.3475 -0.0678 -0.05
H 0.7599 -0.2554 -1.3772 0.42
H 0.0087 -1.8229 -1.4537 0.18
H -1.7487 -0.3474 -0.6518 0.57
H -0.8031 0.5019 0.5072 -0.13
H -1.8007 -1.9901 0.6351 0.31
C -2.3412 2.7867 -0.7184 -0.02
C -2.1034 3.2552 -2.1726 -0.68
O -0.9205 2.6608 -2.5522 -0.50
H -1.4952 3.0868 -0.1000 -0.01
H -2.4793 1.7055 -0.7098 -0.25
H -3.2081 3.2723 -0.2703 0.48
H -1.9987 4.3344 -2.0607 0.32
H -2.8456 3.0167 -2.9344 0.38
H -0.1647 3.0361 -2.0945 0.34
```

ΔE to the lowest compared entry with this formula, charge and spin ... 43.4 kcal per mole
Calculated total energy ... -48307.66940 eV
E_HOMO ... -9.504 eV
Gap between HOMO and LUMO ... 9.874 eV
Lowest unoccupied orbital energy ... 0.37 eV